Record 1
Computed, not measured: a molecular structure, C4H6FN3 at a distorted geometry, with ωB97M-V/def2-TZVPD.

```
14
Properties=species:S:1:pos:R:3:forces:R:3:nbo_charge:R:1
C -0.4385 -0.4892 0.1387 0.65 -1.23 2.37 0.37
C 0.4917 0.7209 0.2249 1.39 -0.68 0.86 -0.58
C 0.4607 1.1206 -1.1516 -1.27 0.88 -2.14 0.35
C -0.2963 0.3415 -1.9205 1.67 1.04 0.63 -0.12
H 0.0805 -2.2165 2.7589 -0.86 4.95 -1.44 0.38
H 0.8224 -0.2151 2.2845 -3.42 -3.48 0.81 0.29
H 1.6100 0.5107 0.4178 -1.58 -0.03 0.60 0.24
H 0.0543 1.4295 0.9401 0.51 0.10 -0.12 0.25
H -0.3936 0.5690 -2.9445 -0.48 -0.46 -1.10 0.22
H -1.7103 -0.9707 -1.4731 0.08 -0.51 0.58 0.39
N -0.2467 -1.0310 2.4070 4.27 -0.59 0.63 -0.62
N -0.7757 -1.1921 1.1620 -0.06 -0.60 -2.35 -0.28
N -0.7355 -0.8068 -1.2322 -1.00 0.76 0.38 -0.58
F 1.0769 2.2293 -1.6121 0.09 -0.16 0.30 -0.32
```
Forces are in eV/Å.

Summary:
M = 115.1 g/mol
HOMO level = -8.08 eV
LUMO = 0.714 eV
charge = 0
Kohn-Sham gap = 8.79 eV

***

Record 2
Computed, not measured: C4H6FN3 in the gas phase at a distorted geometry, with ωB97M-V/def2-TZVPD.

```
14
Properties=species:S:1:pos:R:3:forces:R:3:nbo_charge:R:1
C 0.1916 0.5660 2.2873 1.83 1.62 -2.95 0.21
C 0.4133 0.9462 0.8986 -0.26 -2.88 3.79 -0.13
C -0.6531 0.8970 -1.1834 1.23 -0.16 -0.94 0.27
C -0.2723 -1.6718 -0.5075 2.56 -2.47 -1.67 -0.15
H -0.6012 0.5528 3.0599 -0.29 0.17 -1.59 0.20
H 1.4876 0.7824 0.5024 -1.78 0.49 0.68 0.22
H -1.4014 1.3286 -1.7700 -1.34 0.61 -1.06 0.17
H 0.5661 0.2944 -2.7510 0.65 0.36 -2.74 0.39
H -0.0110 -2.7962 -0.2446 -0.44 2.56 -0.22 0.20
H -1.3203 -1.3685 -0.1953 1.66 0.38 -0.56 0.20
N -0.6660 1.1477 0.0379 0.16 1.02 2.49 -0.48
N 0.2825 0.1502 -1.8540 0.27 -2.49 3.99 -0.51
N 0.6654 -1.1782 -1.3266 -4.09 0.80 1.54 -0.23
F 1.3189 0.3493 3.0463 -0.16 -0.03 -0.76 -0.36
```
Forces are in eV/Å.

Summary:
M = 115.1 g/mol
HOMO level = -8.43 eV
LUMO = 0.418 eV
charge = 0
Kohn-Sham gap = 8.85 eV

***

Record 3
Computed, not measured: C4H6FN3 in the gas phase at a distorted geometry, with ωB97M-V/def2-TZVPD.

```
14
Properties=species:S:1:pos:R:3:forces:R:3:nbo_charge:R:1
C -2.1740 -0.3021 0.1356 0.22 0.64 2.31 0.23
C -0.8979 -0.6304 -0.1430 -3.23 2.02 -2.42 -0.14
C 1.1871 -1.2645 0.1544 1.87 -3.27 0.02 0.25
C 1.1520 1.5210 0.6566 -3.07 3.23 5.66 -0.17
H -2.7845 -0.7140 1.0016 0.68 0.85 -1.29 0.18
H -0.6461 -0.2791 -1.1373 0.67 0.91 -0.02 0.19
H 1.6795 -2.2934 0.4763 0.66 2.74 -0.86 0.20
H 2.5770 -0.3817 -1.2937 -0.24 -0.45 0.53 0.41
H 1.1238 2.6123 1.1122 0.89 -1.64 -2.18 0.18
H 0.4630 1.0615 1.4586 1.02 -0.83 -1.80 0.16
N -0.0411 -1.4899 0.4074 0.65 -0.07 0.58 -0.43
N 1.8857 -0.1883 -0.5785 -1.28 -3.00 0.52 -0.48
N 1.8499 1.0903 -0.2580 1.01 1.00 -1.17 -0.22
F -2.6531 0.9073 -0.3818 0.16 -2.14 0.11 -0.35
```
Forces are in eV/Å.

Summary:
M = 115.1 g/mol
HOMO level = -8.88 eV
LUMO = 0.214 eV
charge = 0
Kohn-Sham gap = 9.09 eV

***

Record 4
Computed, not measured: 2 unconnected molecules or ions with the total composition C4H6FNO at a distorted geometry, with ωB97M-V/def2-TZVPD.

```
13
Properties=species:S:1:pos:R:3:forces:R:3:nbo_charge:R:1
C 1.7238 -0.6153 -0.3110 0.54 1.02 0.67 0.15
C -1.1999 -0.3715 1.2718 -0.31 -3.48 -2.86 -0.24
C -0.9816 0.3334 -1.0502 1.89 -3.92 0.58 0.05
C 1.6916 0.7413 -0.5972 -1.60 0.81 0.52 0.08
N 1.8500 -1.6815 0.0841 -0.15 -1.77 0.23 -0.32
O -1.5856 0.3814 0.1247 0.38 2.20 -0.36 -0.50
F 1.6445 1.6007 0.5145 0.30 -1.13 -1.77 -0.34
H -0.8495 -1.4337 0.9240 -0.41 1.96 0.89 0.19
H -2.1132 -0.4296 1.7545 -1.91 -0.76 1.10 0.19
H -0.5940 0.0599 1.9957 1.99 1.32 0.42 0.20
H -0.8174 -0.7378 -1.4495 0.03 1.75 0.57 0.16
H -0.9589 1.1141 -1.7536 -0.68 1.21 -0.27 0.19
H 2.1902 1.0387 -1.5078 -0.07 0.78 0.29 0.20
```
Forces are in eV/Å.

Summary:
M = 103.1 g/mol
HOMO level (alpha / beta) = -7.87 / -8.82 eV
LUMO (alpha / beta) = -0.808 / 0.258 eV
charge = 0
Kohn-Sham gap (alpha / beta) = 7.06 / 9.07 eV